Entry 1:
Here is C2H5BS2 in the gas phase in a non-equilibrium geometry from OMol25. Energies are from wB97M-V/def2-TZVPD.

Each line ends with the Mulliken charge.
CARTESIAN COORDINATES (ANGSTROEM)
B -1.546 0.231 1.085  0.199
C 0.654 -0.831 -0.175  -0.458
C 0.674 0.522 -0.789  -0.675
S -0.810 -1.318 0.773  -0.153
S -0.646 1.553 0.285  -0.172
H -2.579 0.347 1.552  -0.039
H 0.827 -1.541 -0.864  0.385
H 1.616 -0.823 0.460  0.264
H 1.497 1.201 -0.607  0.314
H 0.312 0.659 -1.719  0.336

Calculated values
Energy above the lowest of the compared OMol25 structures with the same formula, charge and spin ... 4.1 kcal/mol
Max |F| ... 5.14 eV Å⁻¹
SMILES ... B1SCCS1
E_HOMO ... -8.88 eV
Frontier orbital gap ... 9.4 eV

---

Entry 2:
Here is a molecular structure, C13H16IN in a non-equilibrium geometry from OMol25. Energies are from wB97M-V/def2-TZVPD.

Each line ends with the Mulliken charge.
CARTESIAN COORDINATES (ANGSTROEM)
C -1.924 -2.914 1.897  -0.331
C -1.620 -1.909 2.780  -0.821
C -1.639 -2.833 0.469  -0.646
C -0.791 -0.927 2.251  -0.103
C -0.861 -1.773 0.003  -0.016
C -0.489 -0.776 0.916  -0.137
C -1.669 0.929 -2.511  -0.870
C -1.453 0.709 -1.243  -0.241
C 2.345 1.796 -1.129  -0.582
C 2.572 0.758 -0.086  -0.760
C 1.147 1.508 -1.933  -0.723
C 1.509 0.518 1.084  -0.776
C -0.260 1.055 -0.524  -0.182
N 0.331 0.184 0.430  0.714
I -0.693 3.031 0.503  -0.028
H -2.669 -3.764 2.141  0.240
H -1.846 -2.064 3.858  0.328
H -1.945 -3.722 -0.249  0.248
H -0.468 -0.191 2.963  0.335
H -0.511 -1.833 -0.985  0.552
H -2.712 0.772 -2.958  0.249
H -1.110 1.603 -3.063  0.358
H -2.203 0.125 -0.543  0.372
H 2.361 2.840 -0.628  0.233
H 3.269 1.921 -1.704  0.384
H 2.726 -0.183 -0.607  0.262
H 3.556 1.009 0.428  0.375
H 0.743 2.449 -2.431  0.321
H 0.972 0.687 -2.620  0.465
H 1.924 -0.334 1.623  0.378
H 1.406 1.333 1.865  0.400

Calculated values
Energy above the lowest of the compared OMol25 structures with the same formula, charge and spin ... 0.0 kcal/mol
Max |F| ... 5.55 eV Å⁻¹
E_HOMO ... -7.87 eV
Frontier orbital gap ... 8.1 eV

---

Entry 3:
Here is 2 unconnected molecules or ions with the total composition C32H62IN2O7S in a non-equilibrium geometry from OMol25. Energies are from wB97M-V/def2-TZVPD.

Each line ends with the Mulliken charge.
CARTESIAN COORDINATES (ANGSTROEM)
C 2.045 0.663 6.394  -0.880
C 3.164 -0.045 5.550  -0.379
C 3.372 0.733 4.245  0.281
C 4.407 0.121 3.258  -0.809
C 4.548 -1.424 3.327  -0.440
C 5.228 -1.917 2.007  -0.936
C 4.304 -2.703 1.031  -0.611
C 4.052 -1.982 -0.308  -1.224
C 2.829 -1.055 -0.294  0.151
C 1.489 -1.830 -0.339  -0.939
C 0.305 -1.057 0.306  2.092
C -0.509 -0.281 -0.719  -0.107
C -1.767 0.457 -0.181  -2.413
C -1.747 0.883 1.290  2.854
C -0.575 1.845 1.614  -0.939
C -0.848 3.316 1.200  -0.918
O 0.437 3.945 0.960  -0.397
C 0.916 4.633 2.040  0.340
O 1.380 5.686 1.869  -0.556
C 0.903 4.037 3.455  1.080
C 2.023 4.725 4.278  -1.516
O -2.932 1.796 1.350  -0.534
S -3.492 1.941 2.824  1.205
O -2.706 2.811 3.621  -0.576
O -4.856 2.256 2.892  -0.677
O -3.101 0.464 3.309  -0.337
C -2.167 -0.188 2.367  -1.390
I -0.646 -0.878 3.741  0.150
N -2.954 -1.203 1.725  0.295
C -3.750 -2.044 2.647  -0.585
C -3.827 -3.469 2.027  -0.557
C -2.425 -4.093 2.164  -0.623
H 1.273 -0.065 6.654  0.260
H 1.548 1.386 5.741  0.115
H 2.428 1.175 7.275  0.310
H 2.833 -1.069 5.373  0.257
H 4.066 -0.070 6.165  0.312
H 2.419 0.884 3.727  -0.501
H 3.733 1.729 4.533  0.288
H 5.375 0.605 3.402  0.368
H 4.058 0.350 2.245  0.237
H 3.578 -1.902 3.463  0.254
H 5.239 -1.634 4.146  0.312
H 6.019 -2.605 2.313  0.457
H 5.677 -1.064 1.495  0.452
H 3.362 -3.007 1.498  0.353
H 4.829 -3.636 0.798  0.455
H 4.028 -2.676 -1.153  0.370
H 4.923 -1.339 -0.489  0.468
H 2.867 -0.470 -1.224  0.341
H 2.906 -0.336 0.526  -0.272
H 1.628 -2.720 0.284  0.507
H 1.283 -2.115 -1.372  0.213
H 0.750 -0.433 1.083  -0.188
H -0.276 -1.814 0.839  -1.550
H -0.878 -1.021 -1.436  0.216
H 0.149 0.380 -1.287  0.264
H -1.844 1.389 -0.751  0.039
H -2.663 -0.101 -0.440  0.589
H -0.439 1.852 2.694  0.540
H 0.344 1.586 1.094  0.539
H -1.351 3.366 0.236  0.362
H -1.428 3.854 1.947  0.548
H -0.055 4.203 3.952  0.291
H 1.175 2.980 3.429  -0.680
H 2.954 4.606 3.724  0.346
H 1.801 5.764 4.501  0.350
H 2.121 4.135 5.194  0.438
H -3.641 -0.708 1.161  0.376
H -3.320 -2.133 3.645  0.397
H -4.758 -1.632 2.753  0.264
H -4.592 -4.069 2.520  0.375
H -4.033 -3.304 0.966  0.280
H -2.390 -5.047 1.635  0.407
H -1.684 -3.436 1.702  -0.129
H -2.156 -4.174 3.219  0.245
C -1.035 -1.415 -7.329  -1.873
C -1.165 -1.303 -5.789  2.049
C -2.591 -1.666 -5.356  -1.295
C -3.621 -0.578 -5.650  -0.494
C -3.163 0.766 -5.090  -1.044
C -1.761 1.162 -5.562  1.766
N -0.769 0.068 -5.347  0.169
O -0.474 0.025 -4.090  -0.385
C -1.816 1.560 -7.050  -1.779
C -1.337 2.446 -4.847  -1.587
C -0.213 -2.370 -5.240  -1.783
H -0.267 -0.743 -7.712  0.334
H -0.743 -2.421 -7.629  0.496
H -1.968 -1.206 -7.851  0.323
H -2.603 -1.870 -4.280  0.331
H -2.893 -2.595 -5.846  0.348
H -3.807 -0.504 -6.725  0.330
H -4.576 -0.853 -5.197  0.400
H -3.878 1.542 -5.372  0.427
H -3.183 0.716 -3.996  0.068
H -0.815 1.758 -7.438  0.366
H -2.403 2.471 -7.176  0.436
H -2.286 0.816 -7.688  0.327
H -1.362 2.347 -3.762  0.085
H -2.015 3.260 -5.105  0.433
H -0.329 2.745 -5.140  0.457
H 0.822 -2.145 -5.504  0.470
H -0.468 -3.344 -5.658  0.472
H -0.279 -2.464 -4.156  0.174

Calculated values
⟨S²⟩ ... 0.75
Max |F| ... 3.44 eV Å⁻¹
Multiplicity ... 2
E_HOMO (alpha / beta) ... -8.86 / -9.68 eV
Frontier orbital gap (alpha / beta) ... 8.8 / 9.6 eV

---

Entry 4:
Here is 2 unconnected molecules or ions with the total composition C19H22F3N3O4S3 in a non-equilibrium geometry from OMol25. Energies are from wB97M-V/def2-TZVPD.

Each line ends with the Mulliken charge.
CARTESIAN COORDINATES (ANGSTROEM)
C -4.682 2.452 -4.025  -0.918
N -3.363 2.945 -3.816  0.057
C -3.055 4.325 -4.124  -0.630
C -1.540 4.382 -3.996  -0.541
N -1.176 3.010 -3.734  0.134
C 0.185 2.587 -3.728  -0.833
C -2.254 2.190 -3.492  1.151
C -2.216 0.959 -2.809  -1.577
H -4.756 1.435 -3.629  0.277
H -5.422 3.097 -3.521  0.302
H -4.929 2.442 -5.106  0.286
H -3.393 4.588 -5.141  0.336
H -3.538 5.033 -3.425  0.311
H -1.061 4.753 -4.916  0.352
H -1.252 5.060 -3.166  0.253
H 0.303 1.667 -4.320  0.346
H 0.806 3.381 -4.175  0.350
H 0.555 2.379 -2.712  0.122
H -1.267 0.479 -2.611  0.048
H -3.146 0.466 -2.556  0.191
F -1.919 -2.790 0.624  -0.240
C -0.858 -2.449 1.410  0.695
F -1.071 -2.964 2.649  -0.173
F 0.270 -3.040 0.913  -0.220
S -0.678 -0.608 1.212  -0.038
N 0.616 -0.421 2.310  -0.108
S 0.366 -0.424 4.091  1.187
C 1.075 -1.913 4.855  0.366
C 0.248 -2.570 5.772  -0.454
C 0.712 -3.698 6.452  -0.605
C 2.008 -4.170 6.212  -0.300
C 2.866 -3.466 5.360  -0.716
C 2.400 -2.327 4.699  -0.362
O 1.153 0.703 4.496  -0.607
O -1.050 -0.451 4.346  -0.616
S 2.129 0.235 1.721  1.272
C 2.134 -0.398 0.061  0.047
C 2.986 -1.458 -0.234  -0.544
C 2.945 -2.022 -1.508  -0.518
C 2.040 -1.537 -2.452  -0.919
C 1.222 -0.445 -2.150  -0.353
C 1.291 0.162 -0.904  0.206
O 2.105 1.677 1.679  -0.605
O 3.123 -0.502 2.470  -0.663
H -0.749 -2.187 5.961  0.443
H 0.071 -4.190 7.186  0.366
H 2.361 -5.072 6.712  0.369
H 3.903 -3.790 5.232  0.381
H 3.074 -1.766 4.067  0.599
H 3.643 -1.849 0.538  0.462
H 3.617 -2.845 -1.758  0.376
H 1.955 -2.009 -3.438  0.382
H 0.527 -0.083 -2.907  0.262
H 0.684 1.038 -0.674  0.612

Calculated values
Energy above the lowest of the compared OMol25 structures with the same formula, charge and spin ... 6.1 kcal/mol
Max |F| ... 2.62 eV Å⁻¹
SMILES ... O=S(=O)(c1ccccc1)N(SC(F)(F)F)S(=O)(=O)c1ccccc1.C=C1N(C)CCN1C
E_HOMO ... -7.33 eV
Frontier orbital gap ... 7.3 eV